1.
Formula: H8O4
Source: the OMol25 dataset
Level of theory: wB97M-V/def2-TZVPD

Output
energy above the lowest of the compared OMol25 structures with the same formula, charge and spin: 62.8 kJ/mol
HOMO-LUMO gap: 0.3996 Eh
strongest force on any atom: 0.6 eV/Å
LUMO: 0.2 eV
HOMO: -10.638 eV
E: -8320.025 eV
structure (SMILES): O.O.O.O

```
12
Properties=species:S:1:pos:R:3:nbo_charge:R:1
O -24.368 17.585 0.159 -0.958
H -23.948 16.764 -0.120 0.467
H -24.025 17.747 1.050 0.485
O -23.279 18.710 2.684 -0.981
H -22.821 18.642 3.539 0.511
H -24.023 19.303 2.846 0.485
O -22.323 18.864 5.543 -0.951
H -22.786 18.634 6.357 0.484
H -22.438 19.819 5.453 0.476
O -21.437 19.605 0.744 -0.971
H -21.828 19.399 -0.112 0.467
H -22.016 19.157 1.395 0.486
```

***

2.
Formula: H8O4
Source: the OMol25 dataset
Level of theory: wB97M-V/def2-TZVPD

Output
energy above the lowest of the compared OMol25 structures with the same formula, charge and spin: 379.5 kJ/mol
HOMO-LUMO gap: 0.3542 Eh
strongest force on any atom: 7.0 eV/Å
LUMO: -0.1 eV
HOMO: -9.733 eV
E: -8316.743 eV

```
12
Properties=species:S:1:pos:R:3:nbo_charge:R:1
O -0.020 -0.378 0.036 -0.864
H 0.203 -0.811 0.860 0.493
H -0.862 0.044 0.206 0.513
O 0.486 0.264 -1.887 -0.988
H 1.302 -0.143 -2.178 0.441
H 0.328 -0.109 -1.020 0.426
O 1.782 0.946 0.568 -0.982
H 1.039 0.455 0.216 0.445
H 2.520 0.696 0.011 0.455
O -2.177 -0.457 0.706 -0.902
H -2.929 0.071 0.971 0.494
H -1.672 -0.577 1.511 0.470
```

***

3.
Formula: H8O4
Source: the OMol25 dataset
Level of theory: wB97M-V/def2-TZVPD

Output
energy above the lowest of the compared OMol25 structures with the same formula, charge and spin: 72.9 kJ/mol
HOMO-LUMO gap: 0.4151 Eh
strongest force on any atom: 0.6 eV/Å
LUMO: 0.2 eV
HOMO: -11.075 eV
E: -8319.921 eV
structure (SMILES): O.O.O.O

```
12
Properties=species:S:1:pos:R:3:nbo_charge:R:1
O 13.959 -29.686 -13.378 -0.951
H 14.110 -29.542 -12.444 0.485
H 14.451 -30.481 -13.582 0.459
O 16.966 -31.409 -9.885 -0.950
H 16.463 -32.170 -10.175 0.476
H 17.828 -31.524 -10.286 0.484
O 11.853 -28.474 -10.355 -0.941
H 12.318 -27.640 -10.428 0.462
H 12.444 -29.114 -10.751 0.479
O 14.713 -29.559 -10.503 -0.983
H 14.699 -28.960 -9.757 0.483
H 15.380 -30.208 -10.276 0.499
```

***

4.
Formula: H8O4
Source: the OMol25 dataset
Level of theory: wB97M-V/def2-TZVPD

Output
energy above the lowest of the compared OMol25 structures with the same formula, charge and spin: 277.8 kJ/mol
HOMO-LUMO gap: 0.3659 Eh
strongest force on any atom: 4.2 eV/Å
LUMO: 0.2 eV
HOMO: -9.795 eV
E: -8317.796 eV
structure (SMILES): O.O.O.O

```
12
Properties=species:S:1:pos:R:3:nbo_charge:R:1
O 12.628 14.517 6.758 -0.982
H 11.939 14.120 6.224 0.456
H 12.292 14.474 7.653 0.471
O 10.263 14.217 7.075 -0.951
H 10.444 13.277 7.036 0.461
H 10.258 14.498 6.160 0.488
O 12.737 11.989 5.192 -0.918
H 13.296 11.475 5.774 0.499
H 12.967 11.691 4.312 0.484
O 11.248 13.600 5.039 -0.984
H 11.097 13.771 4.110 0.481
H 12.141 13.260 5.079 0.496
```

***

5.
Formula: H8O4
Source: the OMol25 dataset
Level of theory: wB97M-V/def2-TZVPD

Output
energy above the lowest of the compared OMol25 structures with the same formula, charge and spin: 91.7 kJ/mol
HOMO-LUMO gap: 0.3935 Eh
strongest force on any atom: 0.4 eV/Å
LUMO: 0.1 eV
HOMO: -10.564 eV
E: -8319.726 eV
structure (SMILES): O.O.O.O

```
12
Properties=species:S:1:pos:R:3:nbo_charge:R:1
O 2.013 -1.826 -0.245 -0.937
H 2.384 -1.865 0.643 0.472
H 1.399 -2.565 -0.280 0.466
O -1.030 -0.889 1.416 -0.953
H -0.845 -1.531 0.724 0.475
H -1.727 -1.273 1.955 0.488
O -1.307 3.070 -1.140 -0.950
H -1.112 2.155 -0.897 0.488
H -1.509 3.037 -2.078 0.459
O 0.431 0.812 -0.297 -0.972
H -0.051 0.278 0.347 0.483
H 1.354 0.595 -0.148 0.481
```

***

6.
Formula: H8O4
Source: the OMol25 dataset
Level of theory: wB97M-V/def2-TZVPD

Output
energy above the lowest of the compared OMol25 structures with the same formula, charge and spin: 56.2 kJ/mol
HOMO-LUMO gap: 0.4022 Eh
strongest force on any atom: 0.2 eV/Å
LUMO: 0.3 eV
HOMO: -10.617 eV
E: -8320.093 eV
structure (SMILES): O.O.O.O

```
12
Properties=species:S:1:pos:R:3:nbo_charge:R:1
O -28.157 2.267 10.541 -0.985
H -28.293 3.140 10.134 0.500
H -28.695 2.270 11.338 0.480
O -26.615 -0.126 10.230 -0.977
H -26.297 -0.290 9.338 0.472
H -26.900 0.804 10.238 0.503
O -28.958 4.466 8.827 -0.946
H -29.447 3.819 8.305 0.482
H -28.162 4.651 8.315 0.479
O -28.218 -1.436 12.297 -0.962
H -27.766 -1.168 11.480 0.496
H -28.207 -0.650 12.848 0.456
```

***

7.
Formula: H8O4
Source: the OMol25 dataset
Level of theory: wB97M-V/def2-TZVPD

Output
energy above the lowest of the compared OMol25 structures with the same formula, charge and spin: 110.2 kJ/mol
HOMO-LUMO gap: 0.4403 Eh
strongest force on any atom: 0.3 eV/Å
LUMO: 0.7 eV
HOMO: -11.279 eV
E: -8319.534 eV
structure (SMILES): O.O.O.O

```
12
Properties=species:S:1:pos:R:3:nbo_charge:R:1
O 4.137 3.199 1.729 -0.938
H 4.721 3.885 2.053 0.469
H 4.721 2.478 1.493 0.468
O 0.724 0.702 -0.620 -0.940
H 0.061 0.776 0.067 0.468
H 1.407 1.320 -0.362 0.472
O -3.763 -2.712 2.298 -0.934
H -3.549 -2.353 3.159 0.467
H -4.706 -2.575 2.208 0.467
O -1.068 -1.591 -4.354 -0.938
H -1.924 -1.952 -4.124 0.465
H -0.759 -1.176 -3.548 0.472
```

***

8.
Formula: H8O4
Source: the OMol25 dataset
Level of theory: wB97M-V/def2-TZVPD

Output
energy above the lowest of the compared OMol25 structures with the same formula, charge and spin: 104.3 kJ/mol
HOMO-LUMO gap: 0.4356 Eh
strongest force on any atom: 0.3 eV/Å
LUMO: 0.4 eV
HOMO: -11.445 eV
E: -8319.595 eV
structure (SMILES): O.O.O.O

```
12
Properties=species:S:1:pos:R:3:nbo_charge:R:1
O -34.176 -23.394 -5.350 -0.937
H -34.655 -22.621 -5.050 0.466
H -34.508 -24.108 -4.806 0.471
O -32.268 -29.791 -1.919 -0.938
H -32.557 -28.887 -1.794 0.472
H -31.525 -29.725 -2.520 0.466
O -34.618 -25.943 -0.368 -0.939
H -35.108 -26.179 0.419 0.468
H -35.276 -25.926 -1.064 0.471
O -36.182 -26.881 -4.395 -0.943
H -36.856 -26.427 -4.901 0.470
H -35.883 -27.585 -4.970 0.474
```

***

9.
Formula: H8P4Si
Source: the OMol25 dataset
Level of theory: wB97M-V/def2-TZVPD

Output
energy above the lowest of the compared OMol25 structures with the same formula, charge and spin: 249.7 kJ/mol
HOMO-LUMO gap: 0.2597 Eh
strongest force on any atom: 3.0 eV/Å
LUMO: -0.9 eV
HOMO: -7.994 eV
E: -45158.241 eV

```
13
Properties=species:S:1:pos:R:3:nbo_charge:R:1
Si -0.665 -1.276 -1.840 0.529
P 0.308 0.693 -1.626 -0.379
P -0.905 0.313 0.911 -0.002
P 0.007 1.786 2.141 0.032
P 1.278 -2.571 -1.337 -0.276
H -0.272 1.696 -2.489 0.024
H 1.253 0.498 -2.697 0.027
H -1.982 1.077 0.189 0.017
H -1.757 0.100 1.912 -0.038
H 0.655 2.584 1.072 0.019
H 1.189 0.787 2.187 0.014
H 1.962 -2.202 -0.194 0.016
H 0.398 -3.603 -0.900 0.016
```

***

10.
Formula: H9N3
Source: the OMol25 dataset
Level of theory: wB97M-V/def2-TZVPD

Output
energy above the lowest of the compared OMol25 structures with the same formula, charge and spin: 12.1 kJ/mol
HOMO-LUMO gap: 0.3810 Eh
strongest force on any atom: 1.2 eV/Å
LUMO: 0.8 eV
HOMO: -9.618 eV
E: -4616.342 eV
structure (SMILES): N.N.N

```
12
Properties=species:S:1:pos:R:3:nbo_charge:R:1
N 1.205 1.361 2.040 -1.067
H 0.921 0.443 1.749 0.354
H 2.034 1.220 2.611 0.354
H 1.514 1.891 1.223 0.358
N -2.096 -0.434 -0.338 -1.123
H -2.569 -1.092 -0.911 0.372
H -1.790 -0.772 0.549 0.380
H -2.386 0.506 -0.496 0.381
N 0.827 -0.919 -1.863 -1.086
H 1.389 -0.087 -1.937 0.353
H 1.071 -1.458 -1.030 0.347
H -0.120 -0.661 -1.596 0.378
```

***

11.
Formula: H9NSi3
Source: the OMol25 dataset
Level of theory: wB97M-V/def2-TZVPD

Output
energy above the lowest of the compared OMol25 structures with the same formula, charge and spin: 0.0 kJ/mol
multiplicity: 3
HOMO-LUMO gap (spin up / spin down): 0.2595 / 0.3288 Eh
strongest force on any atom: 3.0 eV/Å
<S²>: 2.00
LUMO (spin up / spin down): 0.8 / -1.4 eV
HOMO (spin up / spin down): -6.292 / -10.324 eV
E: -25264.121 eV

```
13
Properties=species:S:1:pos:R:3:lowdin_spin:R:1
N -1.347 1.634 -1.056 0.156
Si -1.561 -1.294 0.319 0.123
Si 3.193 -0.098 -0.004 0.752
Si -0.540 0.747 0.191 0.612
H -2.104 1.118 -1.424 0.003
H -1.788 2.480 -0.683 0.002
H -2.186 -1.334 1.644 0.025
H -0.610 -2.549 0.168 -0.001
H -2.551 -1.354 -0.654 0.008
H 2.552 -1.326 0.384 0.075
H 3.578 -0.039 -1.371 0.087
H 3.926 0.287 1.120 0.089
H -0.562 1.728 1.367 0.069
```

***

12.
Formula: H9O4
Source: the OMol25 dataset
Level of theory: wB97M-V/def2-TZVPD

Output
energy above the lowest of the compared OMol25 structures with the same formula, charge and spin: 239.2 kJ/mol
HOMO-LUMO gap: 0.4297 Eh
strongest force on any atom: 6.4 eV/Å
net charge: +1
LUMO: -3.9 eV
HOMO: -15.628 eV
E: -8327.646 eV

```
13
Properties=species:S:1:pos:R:3:nbo_charge:R:1
O -0.797 -1.011 -0.872 -0.824
H 0.104 -1.238 -1.448 0.588
H -0.567 -0.576 0.115 0.534
H -0.938 -1.819 -0.223 0.533
O -0.328 2.847 1.043 -0.982
H 0.688 2.676 1.411 0.495
H -0.273 3.692 0.570 0.504
O -1.241 0.293 1.065 -0.951
H -2.239 0.244 1.278 0.544
H -0.871 1.086 0.857 0.523
O 1.797 -1.939 -1.405 -0.974
H 2.662 -1.851 -1.821 0.515
H 2.003 -2.403 -0.572 0.495
```

***

Which value of strongest force on any atom does entry 7 give? 0.3 eV/Å